a:
DFT (ωB97M-V/def2-TZVPD) results for a cluster of 3 separate species, C2H13N2O2 in total.

Summary:
LUMO energy = -0.101 Ha
multiplicity = 1
charge = +1
HOMO-LUMO gap = 11.151 eV

Element x y z (Å)
C (-0.53718, 1.22598, 1.72013)
N (0.85918, 1.05202, 2.10838)
C (-0.58816, 1.23452, 0.20388)
N (0.06414, -0.05831, -0.24202)
H (-1.13458, 0.40064, 2.09817)
H (-0.95951, 2.15585, 2.08800)
H (0.99497, 0.89940, 3.10357)
H (1.40544, 1.87109, 1.87540)
H (-1.59969, 1.27223, -0.18269)
H (0.06102, 2.01232, -0.20896)
H (0.35063, -0.11473, -1.22796)
H (-0.44693, -0.90723, 0.03224)
H (0.90370, -0.07094, 0.35781)
H (0.04060, -3.40298, -1.01179)
H (-0.63983, -3.50918, 0.33409)
O (-0.39546, -2.86389, -0.34066)
H (-0.03995, 0.05045, -3.83413)
H (1.25273, -0.69857, -3.66031)
O (0.40889, -0.54867, -3.21315)

***

b:
DFT (ωB97M-V/def2-TZVPD) results for a cluster of 3 separate species, C2H13N2O2 in total.

Summary:
LUMO energy = -0.115 Ha
multiplicity = 1
charge = +1
HOMO-LUMO gap = 9.981 eV

Element x y z (Å)
C (-0.59230, -1.55666, 1.50860)
N (0.58356, -2.01939, 0.87197)
C (-1.31431, -0.46567, 0.77261)
N (-0.33428, 0.58960, 0.31819)
H (-0.39213, -1.27641, 2.55360)
H (-1.33545, -2.33825, 1.72648)
H (1.18478, -2.68649, 1.31186)
H (0.56340, -2.21439, -0.11722)
H (-2.17247, -0.04935, 1.28881)
H (-1.73933, -0.79751, -0.18110)
H (-0.04266, 1.12805, 1.14319)
H (0.53710, 0.11456, 0.04837)
H (-0.60092, 1.24450, -0.42889)
H (1.00447, 3.19125, -0.79848)
H (0.05803, 3.21900, -2.04155)
O (0.14353, 2.94931, -1.10968)
H (0.99134, 0.91576, -2.28505)
H (1.98172, -0.13933, -2.66924)
O (1.47591, 0.19143, -1.91248)

***

Of them, a has the highest stability.

***

a:
DFT (ωB97M-V/def2-TZVPD) results for the molecule C2H2O3.

Summary:
LUMO energy = -0.044 Ha
multiplicity = 1
HOMO-LUMO gap = 9.646 eV
SMILES string = O=CC(=O)O

Element x y z (Å)
C (0.66890, -0.14225, -0.02784)
C (-0.80366, -0.56149, 0.14979)
H (0.27981, 1.90187, 0.14808)
H (-1.00287, -1.58833, 0.14803)
O (0.93804, 1.13757, -0.04505)
O (1.71458, -0.84202, -0.15678)
O (-1.79481, 0.09465, -0.21623)

***

b:
DFT (ωB97M-V/def2-TZVPD) results for the molecule C2H2O3.

Summary:
LUMO energy = 0.034 Ha
multiplicity = 1
HOMO-LUMO gap = 11.969 eV
SMILES string = C1OC12OO2

Element x y z (Å)
C (-0.82906, 0.01174, -0.00980)
C (0.61279, -0.02864, 0.09467)
O (-0.07851, 1.24617, 0.04431)
O (1.59526, -0.46054, -0.69961)
O (1.67255, -0.34588, 0.72629)
H (-1.35955, -0.22900, -0.97815)
H (-1.61348, -0.19384, 0.82229)

***

c:
DFT (ωB97M-V/def2-TZVPD) results for a cluster of 2 separate species, C2H2O3 in total.

Summary:
LUMO energy = 0.026 Ha
multiplicity = 1
HOMO-LUMO gap = 9.725 eV

Element x y z (Å)
C (-0.47027, -0.97238, -0.03939)
C (-0.57547, -2.91296, -2.71908)
O (-0.94102, -1.92728, -2.31093)
O (0.49711, -1.08848, 0.77652)
O (-0.29859, 0.09412, -0.88877)
H (1.25544, -0.41135, 0.64064)
H (-0.91137, 0.10277, -1.70620)

***

Of them, a has the highest stability.

***

a:
DFT (ωB97M-V/def2-TZVPD) results for the molecule C10H9N.

Summary:
LUMO energy = 0.011 Ha
multiplicity = 1
HOMO-LUMO gap = 8.490 eV
SMILES string = Cc1cc2ccccc2cn1

Element x y z (Å)
C (-3.39110, -0.53222, 0.14999)
C (-2.02608, 0.03688, -0.13596)
C (-0.93796, -0.90355, -0.14056)
C (0.41743, -0.47047, 0.01173)
C (1.59440, -1.32058, -0.03355)
C (2.83877, -0.80434, -0.15624)
C (3.02586, 0.52887, 0.07541)
C (1.89347, 1.34079, 0.12231)
C (0.61276, 0.90388, -0.02762)
C (-0.50575, 1.84803, -0.13348)
H (-3.41260, -1.33225, 0.94798)
H (-3.76474, -1.08063, -0.81667)
H (-4.18836, 0.19345, 0.48971)
H (-1.16236, -1.93795, -0.00471)
H (1.32600, -2.34602, -0.01417)
H (3.52611, -1.67508, -0.43889)
H (4.17931, 0.80549, 0.15202)
H (2.12922, 2.40641, 0.32268)
H (-0.40504, 2.88933, -0.15443)
N (-1.74935, 1.44995, -0.21556)

***

b:
DFT (ωB97M-V/def2-TZVPD) results for the molecule C10H9N.

Summary:
LUMO energy = 0.031 Ha
multiplicity = 1
HOMO-LUMO gap = 9.396 eV
SMILES string = c1ccc(-c2ccc[nH]2)cc1

Element x y z (Å)
C (3.17359, 0.00418, 0.00682)
C (2.55343, 1.13514, 0.37004)
C (1.07613, 1.15806, 0.29484)
C (0.38176, -0.04659, 0.07094)
C (1.12544, -1.11414, -0.35736)
C (2.48562, -1.15122, -0.37319)
C (-1.11181, -0.06425, 0.15877)
C (-1.90446, -0.63369, 0.94768)
C (-3.30732, -0.30824, 0.49693)
C (-3.12729, 0.38879, -0.64087)
H (4.32879, -0.06410, 0.08364)
H (3.07085, 2.13894, 0.59599)
H (0.47247, 2.17782, 0.61241)
H (0.62738, -2.06044, -0.53747)
H (3.22342, -2.00839, -0.82826)
H (-1.60225, -1.06004, 1.97227)
H (-4.38301, -0.73004, 1.10678)
H (-3.89323, 0.73159, -1.33480)
H (-1.36794, 0.96301, -1.80460)
N (-1.82155, 0.54361, -0.84058)

***

c:
DFT (ωB97M-V/def2-TZVPD) results for the molecule C10H9N.

Summary:
LUMO energy = 0.002 Ha
multiplicity = 1
HOMO-LUMO gap = 8.079 eV
SMILES string = C1=CC=C2C=CC=CC(=C1)N2

Element x y z (Å)
C (-1.06038, 1.88286, 1.51257)
C (-1.34114, 0.66421, 2.11148)
C (1.54922, -0.56049, -1.89280)
C (1.09228, -1.86259, -1.26078)
C (1.14127, 0.74103, -1.54853)
C (0.12429, -2.02407, -0.25899)
C (-0.06334, 2.00030, 0.39685)
C (-0.85181, -0.65504, 1.62942)
C (0.03299, 1.02201, -0.58536)
C (-0.65165, -0.89030, 0.27262)
N (-0.94979, 0.05814, -0.64947)
H (-1.40623, 2.80252, 1.96831)
H (-1.99441, 0.66725, 2.96581)
H (2.38972, -0.62947, -2.57427)
H (1.60331, -2.79490, -1.49432)
H (1.66439, 1.52732, -2.03662)
H (-0.10002, -3.00423, 0.18328)
H (0.61099, 2.82173, 0.47673)
H (-0.62598, -1.43232, 2.34032)
H (-1.16371, -0.33395, -1.55627)

***

Of them, a has the highest stability.

***

a:
DFT (ωB97M-V/def2-TZVPD) results for the molecule C14H14N2O3S.

Summary:
LUMO energy = 0.013 Ha
multiplicity = 1
HOMO-LUMO gap = 8.655 eV
SMILES string = CCOC(=O)Cc1cnc(NC(=O)c2ccccc2)s1

Element x y z (Å)
C (-5.77144, -2.57830, 0.03256)
C (-6.01867, -1.17699, 0.57142)
H (-7.06649, -0.89008, 0.46227)
H (-5.72146, -1.11703, 1.62342)
O (-5.28720, -0.19784, -0.17140)
C (-4.01106, -0.00277, 0.17270)
O (-3.45626, -0.56347, 1.07637)
C (-3.38040, 1.03927, -0.74256)
C (-1.97130, 1.31784, -0.36325)
C (-1.47326, 2.39526, 0.29889)
N (-0.14153, 2.37312, 0.54981)
C (0.38773, 1.28626, 0.09705)
N (1.72292, 0.99829, 0.21608)
C (2.25329, -0.16605, -0.26919)
O (1.55000, -0.98117, -0.83647)
C (3.70571, -0.35754, -0.04242)
C (4.59952, 0.70260, 0.08952)
C (5.94519, 0.45037, 0.28593)
C (6.40954, -0.85319, 0.35688)
C (5.52689, -1.91153, 0.21377)
C (4.18300, -1.66567, 0.00759)
H (3.47935, -2.47506, -0.11425)
H (5.88809, -2.92785, 0.25950)
H (7.46072, -1.04230, 0.51547)
H (6.63574, 1.27515, 0.38124)
H (4.26070, 1.72559, 0.00765)
H (2.27848, 1.66238, 0.73515)
S (-0.69669, 0.17684, -0.68962)
H (-2.03804, 3.24964, 0.62574)
H (-3.44200, 0.65406, -1.76342)
H (-3.98211, 1.94864, -0.68659)
H (-6.38406, -3.29135, 0.57664)
H (-4.72487, -2.84458, 0.15836)
H (-6.02406, -2.62514, -1.02404)

***

b:
DFT (ωB97M-V/def2-TZVPD) results for the molecule C14H14N2O3S.

Summary:
LUMO energy = 0.017 Ha
multiplicity = 1
HOMO-LUMO gap = 8.743 eV
SMILES string = COC(=O)CCC(=O)Nc1nc(-c2ccccc2)cs1

Element x y z (Å)
C (-2.66148, -0.33868, 2.47242)
H (-3.70135, -0.09778, 2.70171)
H (-2.36605, -1.21724, 3.04893)
H (-2.01772, 0.50712, 2.70224)
O (-2.51387, -0.59025, 1.08228)
C (-2.98276, -1.76236, 0.63276)
O (-3.47758, -2.59488, 1.34429)
C (-2.82427, -1.90184, -0.86490)
C (-1.86660, -0.87508, -1.46724)
C (-2.46215, 0.50370, -1.33211)
O (-3.60716, 0.77128, -1.60784)
N (-1.64427, 1.51938, -0.87330)
C (-0.36256, 1.49903, -0.40886)
N (0.50424, 0.56521, -0.53744)
C (1.70061, 0.86576, 0.05444)
C (1.73400, 2.09465, 0.64849)
S (0.22780, 2.91224, 0.47993)
H (2.54230, 2.57923, 1.15487)
C (2.78700, -0.10317, -0.01649)
C (3.95055, 0.04079, 0.73824)
C (4.96367, -0.89390, 0.64284)
C (4.83302, -1.98436, -0.20180)
C (3.67881, -2.13722, -0.95228)
C (2.66292, -1.20586, -0.86162)
H (1.76296, -1.31409, -1.44646)
H (3.57140, -2.98600, -1.61156)
H (5.62757, -2.71216, -0.27281)
H (5.86055, -0.77278, 1.23254)
H (4.06072, 0.88016, 1.40765)
H (-2.13397, 2.40047, -0.75841)
H (-0.89075, -0.91524, -0.98902)
H (-1.74820, -1.07949, -2.53373)
H (-2.49871, -2.92083, -1.07688)
H (-3.81966, -1.77064, -1.29956)

***

Of them, a has the highest stability.

***

a:
DFT (ωB97M-V/def2-TZVPD) results for a structure of composition ClNO7Rb.

Summary:
LUMO energy = 0.018 Ha
multiplicity = 1
charge = -1
HOMO-LUMO gap = 5.261 eV

Element x y z (Å)
Rb (3.50839, -0.31753, 3.15658)
Cl (-0.69353, 0.16159, -2.59376)
O (-1.68464, -0.07660, -1.53086)
O (-1.28828, 0.06033, -3.90234)
O (-0.10940, 1.49068, -2.25816)
O (0.30029, -0.93421, -2.56110)
N (-0.00526, -0.12944, 2.38522)
O (1.08708, -0.08141, 1.79473)
O (-0.09402, -0.60019, 3.56881)
O (-1.02063, 0.42677, 1.94088)

***

b:
DFT (ωB97M-V/def2-TZVPD) results for a structure of composition ClNO7Rb.

Summary:
LUMO energy = 0.062 Ha
multiplicity = 1
charge = -1
HOMO-LUMO gap = 6.480 eV

Element x y z (Å)
Rb (19.84077, -16.38894, -11.69066)
Cl (18.51515, -13.27593, -12.88953)
O (19.64172, -12.66392, -12.27093)
O (17.42291, -12.40673, -13.22982)
O (18.85592, -14.11470, -14.04762)
O (17.97163, -14.26555, -11.99754)
N (20.48709, -17.24617, -14.63588)
O (19.52917, -17.98034, -14.31842)
O (21.58927, -17.59797, -14.41616)
O (20.24981, -16.30635, -15.39194)

***

Of them, b has the highest stability.